Molecular formula: C22H25N3O5
Method: DFT, ωB97M-V with the def2-TZVPD basis set

XYZ file:
```
55
Properties=species:S:1:pos:R:3:lowdin_charge:R:1
C 2.50200 2.67059 0.45099 -0.17
O 2.08993 0.78042 2.51199 0.07
C -1.33956 -1.72000 -1.14266 -0.08
C 5.15829 0.51874 -1.38838 -0.11
O -1.71707 -0.37535 -0.92720 -0.05
H 4.52777 -0.99957 -2.77761 0.11
C 4.30406 0.04697 -2.55897 -0.26
H -6.16976 -1.34141 -0.86204 0.11
O -2.42172 3.41484 -0.98805 0.12
H 5.02848 -0.12688 -0.52402 0.07
C -1.13418 1.97207 0.36046 -0.12
C -5.71124 0.73415 -0.61195 -0.08
C 1.22993 2.14819 0.77028 -0.13
H 2.69803 -0.27659 -0.19492 0.11
N 3.52359 3.10531 0.16623 0.20
O -0.20680 -2.01077 1.78468 -0.19
H 2.57422 1.24469 -2.10588 0.10
H 4.89024 1.53285 -1.10176 0.04
H -1.91246 -1.38743 2.59339 0.12
H -1.01789 0.35730 4.04333 0.14
H -2.18361 0.75820 1.77345 0.16
C 1.14924 1.20562 1.87194 -0.38
H 4.56060 0.63245 -3.44459 0.10
N -0.16360 0.79890 2.18552 0.04
H -6.74261 1.04367 -0.55237 0.10
C -1.22719 1.14439 1.45013 0.03
C -0.86285 -1.46902 2.89375 -0.20
H -0.79976 -2.14155 3.76233 0.13
C -3.03685 -0.07418 -0.78920 -0.21
H -4.91587 2.71613 -0.39039 0.12
C -5.38819 -0.60038 -0.78760 -0.07
H 2.26207 -0.10334 -3.20846 0.11
H 2.66211 -1.69681 -1.26535 0.13
H 0.36038 0.14202 -1.04794 0.12
C -0.32753 -0.08732 3.32181 -0.09
C -3.36212 1.27974 -0.57667 -0.09
H -1.74149 -2.09521 -2.09301 0.15
H -3.84774 -2.04646 -1.04909 0.11
C -4.69667 1.66713 -0.52087 -0.01
C 2.80348 0.19537 -2.30733 -0.19
H 0.20700 3.21958 -0.76949 0.15
H 6.20984 0.50545 -1.66481 0.07
N 0.87239 -0.72505 -1.09427 0.10
O 0.68524 -2.96916 -1.29551 0.06
C 0.18458 -1.86968 -1.18763 -0.49
C 2.31747 -0.66746 -1.14329 -0.17
H 0.66008 -0.18691 3.77945 0.12
C 1.10282 -2.48562 2.03460 -0.07
H 1.79775 -1.66977 2.25320 0.08
C -4.06729 -1.00355 -0.88766 0.00
H -1.69052 -2.36470 -0.32869 0.13
C 0.12795 2.51810 0.04902 0.07
C -2.31936 2.32915 -0.46014 -0.31
H 1.41045 -2.99225 1.12268 0.09
H 1.10390 -3.19567 2.86854 0.10
```

## Properties
- Orbital gap: 8.491 eV
- Structure (SMILES): CCCCNC(=O)COc1ccccc1C(=O)c1cc(C#N)c(=O)n(CCOC)c1
- Highest occupied orbital energy: -0.3358 hartree
- E_LUMO: -0.6 eV
- ΔE to the lowest compared entry with this formula, charge and spin: 261.6 kJ/mol